1.
50
Properties=species:S:1:pos:R:3 method="wB97M-V/def2-TZVPD" fmax_ev_per_a=2.26 gap_ev=7.530 spin_multiplicity=1 total_charge=+1 homo_ev=-11.6 de_lowest_kj_mol=60.4 e_tot_ha=-1091.97393
C -2.5550 -1.2530 1.5623
C -1.8340 0.0278 1.6827
N -0.5889 0.2516 1.2894
C -0.3601 1.6968 1.3724
C -1.5818 2.3056 2.0677
N -2.5014 1.1692 2.1520
C -3.7727 1.2203 2.7727
C -4.2103 2.5540 3.3288
O -4.4978 0.2276 2.8669
H -3.5027 -1.1345 2.0761
H -2.7307 -1.4595 0.5006
H -1.9758 -2.0772 1.9983
H 0.5750 1.9316 1.9206
H -0.2212 2.1162 0.3519
H -1.3304 2.6411 3.0795
H -2.0075 3.1171 1.4763
H -3.4471 3.3097 3.1649
H -5.1597 2.8718 2.8905
H -4.4138 2.4371 4.3957
C 3.4123 3.0414 -2.2969
N 2.6368 1.9046 -1.8321
C 2.5461 1.4325 -0.5361
C 1.7955 0.2258 -0.5355
C 1.3780 -0.4627 0.6271
C 1.1448 -1.9173 0.5394
C -0.1335 -2.3166 0.0772
C -0.5653 -3.6445 0.1805
C 0.3406 -4.6304 0.5794
C 1.6510 -4.2708 0.9255
C 2.0613 -2.9358 0.9258
C 1.5774 -0.1203 -1.9570
C 0.8670 -1.1292 -2.6246
C 0.5822 -0.9701 -3.9904
C 1.0136 0.1417 -4.6982
C 1.7865 1.1413 -4.0834
C 2.0678 0.9629 -2.7137
H 3.0985 3.3058 -3.3119
H 3.2735 3.9107 -1.6401
H 4.4795 2.7677 -2.3390
H 3.1524 1.8021 0.3136
H 1.5927 0.0048 1.5946
H -0.8079 -1.5605 -0.3172
H -1.6121 -3.8607 -0.0318
H 0.0139 -5.6697 0.6254
H 2.3613 -5.0485 1.2439
H 3.0867 -2.6543 1.2224
H 0.4935 -1.9808 -2.0786
H -0.0226 -1.7159 -4.4772
H 0.7371 0.2612 -5.7343
H 2.1072 2.0325 -4.6060

=====

2.
31
Properties=species:S:1:pos:R:3 method="wB97M-V/def2-TZVPD" fmax_ev_per_a=1.56 gap_ev=6.533 spin_multiplicity=1 homo_ev=-9.2 de_lowest_kj_mol=77.2 e_tot_ha=-4404.05414
Rh -0.0396 0.0787 -0.0533
Cl 2.3306 0.3285 -0.3430
C 1.7696 1.9941 -0.2161
C 0.3891 2.0063 -0.1994
C -0.2353 3.2304 -0.0690
Cl -1.9519 3.3257 0.0163
C 0.5376 4.3987 0.0228
Cl -0.2358 5.9236 0.1511
C 1.9322 4.3319 0.0240
Cl 2.8705 5.7600 0.1568
C 2.5761 3.0960 -0.0741
Cl 4.2804 2.9474 -0.0089
Cl -5.7808 -0.0896 4.3520
C -4.6233 -0.0609 3.0631
C -5.0700 -0.0534 1.7316
C -4.1622 -0.0062 0.7106
Cl -4.7145 0.0043 -0.9209
C -2.7656 0.0630 0.9484
O -1.9798 0.2056 -0.0530
C -2.3398 0.0126 2.2982
C -0.9797 0.0366 2.6615
O 0.0509 0.1119 1.9623
C -3.2957 -0.0441 3.3391
H -6.1253 -0.0822 1.4984
H -0.7672 -0.0290 3.7334
H -2.9600 -0.0739 4.3680
F -0.1731 -1.9523 -0.2293
B -0.0847 -3.5909 0.0597
F -1.3060 -4.0157 -0.3453
F 0.9666 -3.9491 -0.7209
F 0.1368 -3.6196 1.4046

=====

3.
51
Properties=species:S:1:pos:R:3 method="wB97M-V/def2-TZVPD" fmax_ev_per_a=9.11 gap_ev=6.493 spin_multiplicity=1 total_charge=-1 homo_ev=-4.6 e_tot_ha=-1811.73262
C 4.4052 -2.9836 -2.1031
C 2.7663 -2.9562 -1.9381
C 2.2945 -1.4945 -1.2988
O 2.2555 -0.4032 -2.2904
C 1.9075 0.7998 -1.4635
O 2.9023 1.4650 -0.8650
O 0.5297 1.2656 -1.2219
C 0.4610 2.7290 -1.3835
O 0.8125 3.6380 -0.4706
O 0.0044 3.2146 -2.7255
O 2.0193 -3.1758 -3.1863
C 1.7433 -4.6001 -3.4326
C 0.5858 -5.2473 -2.4405
C 0.3812 -6.8521 -2.1502
C -0.8028 -7.2882 -1.0867
C -1.7815 -6.2350 -0.2854
C -1.5965 -4.6320 -0.5925
C -0.4231 -4.1766 -1.6452
H 4.7850 -3.3156 -3.1597
H 4.8444 -3.7718 -1.3262
H 4.7966 -1.9308 -1.7529
H 2.5154 -3.7543 -1.0871
H 3.0363 -1.2586 -0.4151
H 1.2084 -1.6094 -0.8722
H 1.3188 -4.6963 -4.5370
H 2.7454 -5.2149 -3.4168
H 1.0811 -7.6072 -2.7080
H -0.9279 -8.4334 -0.8681
H -2.6121 -6.5474 0.5065
H -2.2547 -3.7852 -0.0696
H -0.2555 -3.0313 -1.8726
C 1.0715 6.3802 4.1043
S -0.2872 5.7583 3.0847
O -1.4706 5.5569 3.9848
C 0.4422 4.1324 2.7738
H 0.8155 7.3851 4.4486
H 1.2194 5.7284 4.9686
H 1.9853 6.4254 3.5072
H 0.6288 3.6189 3.7201
H 1.3766 4.2509 2.2203
H -0.2593 3.5454 2.1760
C -3.5423 4.3122 1.7894
C -4.9743 4.6361 2.0674
O -5.6781 3.6330 1.3600
C -4.8258 2.5764 1.2163
O -5.1552 1.4769 0.8038
O -3.5576 2.9104 1.5953
H -2.8854 4.5813 2.6211
H -3.1748 4.7915 0.8760
H -5.2216 4.5582 3.1314
H -5.2529 5.6312 1.7097

=====

4.
9
Properties=species:S:1:pos:R:3 method="wB97M-V/def2-TZVPD" fmax_ev_per_a=3.56 gap_ev="8.259 / 8.259" spin_multiplicity=1 homo_ev="-9.3 / -9.3" de_lowest_kj_mol=133.5 e_tot_ha=-1513.65359
C 0.1024 -0.4608 0.4329
N 2.5978 0.3335 0.3501
O -2.3320 1.4901 -1.2197
O -2.6801 -0.5820 -0.1575
O -0.4652 0.2090 1.2127
S 0.0815 -1.2725 -0.9875
S 1.9839 -0.9933 0.5297
S -2.7625 0.8476 -0.0051
H 3.4742 0.4285 -0.1556

=====

5.
12
Properties=species:S:1:pos:R:3 method="wB97M-V/def2-TZVPD" fmax_ev_per_a=2.16 gap_ev=9.100 spin_multiplicity=1 homo_ev=-8.5 de_lowest_kj_mol=569.6 e_tot_ha=-232.00938
C 0.9813 -0.0480 0.9921
C 2.0865 0.9362 0.8302
C 0.0048 -0.7483 0.7775
C 1.1747 1.0046 -0.0905
C -1.1306 -1.6399 0.8561
C 0.4292 1.4440 -1.2675
H -1.3729 -2.0082 -0.1413
H -2.0038 -1.1308 1.2714
H -0.8891 -2.4987 1.4846
H 0.2987 0.6253 -1.9772
H 0.9779 2.2496 -1.7565
H -0.5567 1.8144 -0.9789

=====

6.
126
Properties=species:S:1:pos:R:3 method="wB97M-V/def2-TZVPD" fmax_ev_per_a=1.74 gap_ev=8.313 spin_multiplicity=1 homo_ev=-8.0 de_lowest_kj_mol=63.6 e_tot_ha=-2147.23861
O 1.3173 -2.4236 4.6907
H 2.1023 -2.2166 4.1749
H 0.5716 -2.2483 4.0884
O -2.9232 -0.3455 4.4033
H -3.5373 0.3428 4.6747
H -2.3638 -0.4801 5.1766
O 3.0882 -0.0079 0.2026
H 3.7071 0.7300 0.1191
H 3.1248 -0.2426 1.1340
O 2.3280 0.4122 5.3157
H 2.1649 0.9333 6.1059
H 1.7818 -0.3802 5.4191
C 3.2842 2.9295 2.0063
C 4.5559 3.7087 1.6342
C 5.0587 4.5427 2.8026
C 5.7646 3.7539 3.8870
C 6.8574 2.8488 3.2684
C 6.4388 2.0419 2.0434
N 5.6545 2.8863 1.1550
O 5.3146 2.1896 -0.0347
C 7.6951 1.5700 1.3247
C 5.6956 0.7671 2.5241
C 4.1578 4.6794 0.5252
H 2.4751 3.5623 2.3814
H 3.4311 2.1021 2.6931
H 2.8468 2.5484 1.0765
H 5.7084 5.3283 2.3986
H 4.2061 5.0886 3.2190
H 5.0740 3.0721 4.3910
H 6.2093 4.4541 4.5905
H 7.1053 2.0991 4.0283
H 7.7664 3.4450 3.1479
H 8.2359 0.8310 1.9085
H 7.4151 1.1167 0.3723
H 8.3340 2.4212 1.0798
H 4.9691 0.9183 3.3255
H 5.2622 0.2896 1.6463
H 6.4010 0.0810 3.0012
H 5.0500 5.1256 0.0791
H 3.4713 5.4304 0.9077
H 3.6482 4.1320 -0.2713
H 5.5290 2.7970 -0.7491
C -8.4851 0.4294 0.6885
C -7.6239 0.8200 -0.4866
C -8.2775 2.0676 -1.1173
C -7.4044 2.7652 -2.1649
C -6.0465 3.1189 -1.5558
C -5.3487 1.9142 -0.9144
N -6.3109 1.2550 -0.0430
O -5.6586 0.2054 0.6737
C -4.7912 1.0104 -2.0304
C -4.1929 2.4323 -0.0611
C -7.6211 -0.3061 -1.5463
H -8.5613 1.2796 1.3747
H -8.0387 -0.3478 1.3140
H -9.4804 0.1275 0.3732
H -9.2093 1.8271 -1.6275
H -8.3636 2.7739 -0.2864
H -7.8976 3.6825 -2.4909
H -7.2934 2.1304 -3.0508
H -6.3100 3.8293 -0.7629
H -5.3743 3.5579 -2.2922
H -4.6298 -0.0098 -1.6607
H -5.4426 0.9102 -2.8968
H -3.8061 1.2625 -2.4270
H -3.4031 1.6885 0.0287
H -3.7691 3.3672 -0.4203
H -4.5419 2.5546 0.9681
H -8.6392 -0.6888 -1.6581
H -7.0075 -1.1502 -1.2283
H -7.3517 0.0753 -2.5232
H -5.5000 -0.4851 0.0147
C 0.3882 -2.3483 -1.7753
C 0.2928 -3.8789 -1.8303
C -0.6913 -4.2374 -2.9443
C -0.4488 -5.5848 -3.6093
C 1.0072 -5.7435 -4.0503
C 1.9305 -5.6051 -2.8616
N 1.6360 -4.3376 -2.1718
O 2.5669 -4.0687 -1.1548
C 1.8802 -6.8105 -1.9127
C 3.3734 -5.4846 -3.3930
C -0.2098 -4.3794 -0.4510
H 0.7167 -1.9189 -2.7194
H 1.1014 -1.9834 -1.0299
H -0.5725 -1.9483 -1.4242
H -1.6911 -4.3101 -2.5053
H -0.7696 -3.4295 -3.6765
H -1.1449 -5.7293 -4.4356
H -0.6795 -6.3429 -2.8526
H 1.2213 -4.9530 -4.7682
H 1.0467 -6.7610 -4.4419
H 2.6169 -6.7744 -1.1133
H 0.8902 -7.0437 -1.5192
H 2.1315 -7.6928 -2.5200
H 4.0602 -5.2657 -2.5827
H 3.6385 -6.4413 -3.8550
H 3.4179 -4.7422 -4.1877
H 0.2227 -5.3522 -0.2001
H -1.2896 -4.4509 -0.3688
H 0.1631 -3.6827 0.3053
H 2.2130 -4.4636 -0.3433
C 1.0631 2.0501 -1.7605
C 0.2157 2.4501 -2.9387
C -1.1757 1.8286 -2.8830
O 0.0537 3.8715 -2.9051
H 1.6569 1.1539 -1.9564
H 0.4413 1.8090 -0.8973
H 1.8072 2.8121 -1.5231
H 0.7003 2.1382 -3.8695
H -1.7993 2.3051 -2.1269
H -1.1417 0.7626 -2.6160
H -1.6842 1.8422 -3.8513
H -0.2434 4.2060 -3.7557
C -1.5633 -0.3996 1.0647
C -0.4166 -0.8403 1.9426
C 0.4240 0.3261 2.4258
O -0.8495 -1.6894 2.9941
H -1.9521 -1.2112 0.4423
H -1.3666 0.4424 0.3990
H -2.4341 -0.0723 1.6468
H 0.2126 -1.4922 1.3270
H 1.3652 -0.0324 2.8570
H -0.0458 0.8689 3.2496
H 0.6977 0.9757 1.5959
H -1.5805 -1.2719 3.4728